1.
{
  "formula": "C3H2O2S",
  "method": "ωB97M-V with the def2-TZVPD basis set",
  "symbols": ["C", "C", "C", "O", "O", "S", "H", "H"],
  "coordinates": [[-0.414, 0.908, -0.544], [1.479, -0.323, -0.455], [-0.884, -0.131, 0.491], [-0.788, 1.863, -1.088], [2.632, -0.437, -0.676], [0.445, -1.357, 0.491], [-0.711, 0.320, 1.524], [-1.759, -0.842, 0.258]],
  "forces_ev_per_angstrom": [[-0.896, -4.109, 1.328], [0.711, 0.065, 0.655], [1.664, -0.080, 0.443], [0.114, 2.283, -1.024], [-0.882, 0.557, -0.533], [0.210, -0.225, -0.156], [-1.449, -0.615, -1.092], [0.528, 2.125, 0.380]],
  "lumo_ev": [0.22, -2.24],
  "e_above_lowest_kj_mol": 151.8,
  "total_charge": 0,
  "homo_lumo_gap_ev": [6.31, 8.09],
  "multiplicity": 3
}


2.
{
  "formula": "C3H5I2N3",
  "method": "ωB97M-V with the def2-TZVPD basis set",
  "symbols": ["C", "C", "C", "N", "N", "N", "I", "I", "H", "H", "H", "H", "H"],
  "coordinates": [[-0.903, -0.653, -0.186], [1.092, 1.440, -0.222], [0.173, -1.655, 0.120], [0.702, 1.402, 0.978], [-0.457, 0.957, 1.401], [-1.129, 0.370, 0.533], [3.115, 1.806, -0.506], [-3.010, 1.540, -0.526], [-1.530, -0.880, -1.038], [0.574, 1.656, -1.105], [0.834, -1.510, 0.912], [0.758, -1.831, -0.674], [-0.219, -2.641, 0.313]],
  "forces_ev_per_angstrom": [[0.972, -1.301, 0.828], [1.337, 1.279, 0.310], [-2.392, -0.024, 1.523], [1.205, -0.517, 1.037], [0.478, 0.877, 2.465], [-1.855, -1.144, -2.959], [0.335, 0.023, -0.100], [-0.507, 0.461, -0.278], [-0.318, 0.282, 0.219], [-1.299, -0.447, -1.213], [0.780, 1.100, 1.552], [2.127, -0.269, -3.441], [-0.864, -0.320, 0.057]],
  "lumo_ev": [-1.47, -1.43],
  "e_above_lowest_kj_mol": 0.0,
  "total_charge": 0,
  "homo_lumo_gap_ev": [6.87, 7.08]
}


3.
{
  "formula": "C4H5ClN2O2S",
  "method": "ωB97M-V with the def2-TZVPD basis set",
  "symbols": ["H", "N", "C", "Cl", "C", "C", "N", "S", "C", "O", "O", "H", "H", "H", "H"],
  "coordinates": [[-1.157, 2.333, -2.229], [-1.290, 1.796, -1.358], [-0.803, 0.671, -1.272], [0.010, -0.408, -2.403], [-0.965, -0.180, 0.000], [-1.871, 0.412, 0.938], [-2.566, 0.983, 1.644], [0.604, -0.114, 1.122], [1.854, -1.138, 0.183], [0.984, 1.265, 1.047], [0.226, -0.689, 2.398], [-1.116, -1.326, -0.309], [2.778, -1.037, 0.850], [1.341, -1.977, 0.013], [1.970, -0.591, -0.623]],
  "forces_ev_per_angstrom": [[-0.020, -0.571, 0.409], [0.247, 1.007, -0.916], [-0.287, -1.738, 1.416], [0.211, 0.631, -1.035], [1.125, -2.082, -0.250], [-0.987, -0.029, -0.247], [-0.253, 0.059, 0.323], [-0.133, -0.396, -0.358], [0.797, 2.639, 6.371], [0.441, 0.106, 0.056], [0.533, -0.013, -1.317], [-0.095, 2.638, 1.038], [-1.348, -0.927, -0.945], [-1.072, -3.829, -0.414], [0.840, 2.503, -4.132]],
  "lumo_ev": 0.07,
  "e_above_lowest_kj_mol": 176.1,
  "total_charge": 0,
  "homo_lumo_gap_ev": 11.02
}


4.
{
  "formula": "C4H6N4O",
  "method": "ωB97M-V with the def2-TZVPD basis set",
  "symbols": ["C", "N", "C", "N", "C", "C", "N", "N", "O", "H", "H", "H", "H", "H", "H"],
  "coordinates": [[2.667, 0.092, 0.169], [2.088, 1.164, 0.008], [0.708, 0.851, -0.372], [-0.297, 1.707, 0.031], [-1.642, 0.822, -0.206], [-1.551, -0.763, -0.089], [-0.212, -1.332, 0.164], [0.783, -0.519, -0.645], [1.980, -0.949, -0.351], [3.779, 0.128, 0.414], [-2.226, 1.134, 0.765], [-2.032, 1.211, -1.159], [-2.059, -1.162, -0.944], [-1.903, -1.219, 1.100], [-0.084, -1.164, 1.115]],
  "forces_ev_per_angstrom": [[2.687, -0.095, -1.144], [-2.599, 3.599, 0.149], [-0.351, 3.724, 3.877], [1.470, -6.222, -3.023], [1.004, 1.519, 3.254], [0.388, 0.055, 3.912], [-0.004, 0.782, -3.976], [-5.339, -0.073, -0.172], [3.706, -2.949, 1.244], [-1.751, -1.196, -0.199], [0.518, -0.181, -2.416], [-0.290, -0.507, 0.584], [-0.213, -0.831, -0.118], [-0.510, 1.604, -3.894], [1.286, 0.771, 1.923]],
  "lumo_ev": 0.60,
  "e_above_lowest_kj_mol": 584.9,
  "total_charge": 0,
  "homo_lumo_gap_ev": 9.64
}


Result set for E: -18068.331 -23858.656 -34659.099 -12246.917 eV, one per record in the order listed.